DFT (wB97M-V/def2-TZVPD) results for a molecular structure, C54H57I2N6O7RbTe in a non-equilibrium geometry.

Results
Total charge   -1
HOMO (alpha / beta)   -2.82 / -4.49 eV
Gap between HOMO and LUMO (alpha / beta)   3.78 / 5.45 eV
Energy relative to the best compared isomer or geometry (same formula, charge and spin)   0.334 eV
⟨S²⟩   0.7808
Multiplicity   2
E_LUMO (alpha / beta)   0.95 / 0.95 eV
Total energy   -104348.5796 eV

Cartesian coordinates (Å):
Rb: -0.0494 1.2300 0.8597
I: -5.6033 0.5285 1.2342
C: -4.8360 1.5160 -0.4285
C: -5.7187 2.1607 -1.2993
C: -5.2550 2.8254 -2.4019
I: -6.6514 3.7562 -3.6513
C: -3.8627 2.8682 -2.6766
C: -3.2958 3.5351 -3.7848
C: -1.9470 3.5133 -3.9776
C: -1.1491 2.8107 -3.0599
N: -1.6255 2.1835 -2.0146
C: -2.9674 2.2057 -1.7962
C: -3.4416 1.5058 -0.5937
O: -2.6386 0.9442 0.1955
H: -6.7802 2.1277 -1.0948
H: -3.9443 4.0608 -4.4737
H: -1.4903 4.0211 -4.8167
H: -0.0759 2.7648 -3.2200
O: 1.4512 3.9217 -1.1093
H: 2.0887 3.5918 -0.4606
H: 1.2290 3.1389 -1.6246
O: 2.1006 -2.5015 -0.5928
H: 1.5235 -2.1227 0.0966
H: 2.0870 -1.8498 -1.2989
O: -2.2449 0.8482 3.1385
H: -2.7997 1.1740 2.4152
H: -1.5779 1.5790 3.2633
C: 0.7573 -0.0313 -3.9560
C: 0.9941 0.2570 -2.6200
N: 1.9700 1.0610 -2.2049
C: 2.7484 1.6099 -3.1357
C: 2.6222 1.3637 -4.4986
C: 1.5859 0.5312 -4.9079
C: 3.5237 2.0795 -5.4229
C: 4.1236 1.6844 -6.5424
C: 4.1874 0.3513 -7.1750
C: 4.7587 0.2304 -8.4375
C: 4.8387 -1.0384 -8.9779
N: 4.4071 -2.1187 -8.3306
C: 3.8891 -1.8951 -7.1253
N: 3.7515 -0.7237 -6.5173
H: -0.0723 -0.6645 -4.2376
H: 0.3620 -0.1480 -1.8436
H: 3.5128 2.2920 -2.7762
H: 1.4217 0.3465 -5.9598
H: 3.7232 3.1070 -5.1300
H: 4.7105 2.4350 -7.0623
H: 5.1257 1.0945 -8.9737
H: 5.2672 -1.1975 -9.9616
H: 3.5386 -2.7626 -6.5788
C: 3.6661 1.3923 1.3884
O: 3.3235 2.7193 1.0245
C: 4.2761 3.6885 1.1683
C: 5.6350 3.4205 1.2183
C: 6.5589 4.4617 1.2146
C: 6.1131 5.7713 1.1613
C: 4.7503 6.0365 1.1759
C: 3.8069 5.0149 1.2053
N: 2.4451 5.3139 1.2583
C: 1.4506 4.6057 1.9349
C: 1.6151 4.0230 3.1994
C: 2.7404 4.2438 4.0293
C: 2.8848 3.6202 5.2567
C: 1.8920 2.7459 5.6969
C: 0.7701 2.5112 4.9117
C: 0.5794 3.1195 3.6567
O: -0.4401 2.8347 2.9106
H: 2.7554 0.8028 1.3180
H: 4.0363 1.3656 2.4164
H: 4.4106 0.9682 0.7099
H: 5.9818 2.3971 1.2280
H: 7.6169 4.2382 1.2469
H: 6.8194 6.5912 1.1496
H: 4.3903 7.0578 1.2114
H: 2.1242 5.9669 0.5626
H: 0.4970 4.5444 1.4340
H: 3.5032 4.9395 3.7049
H: 3.7548 3.8191 5.8701
H: 1.9922 2.2486 6.6548
H: -0.0031 1.8277 5.2473
C: 1.7493 -1.4514 3.3495
C: 0.4788 -1.5344 2.5472
O: 0.5145 -1.1529 1.3199
N: -0.6047 -1.9466 3.1580
Te: -2.0427 -1.6796 1.7981
C: -3.6094 -2.6187 2.8984
C: -3.6740 -2.5949 4.2928
C: -2.7499 -1.7896 5.1712
C: -4.6714 -3.3450 4.9124
C: -5.6014 -4.0858 4.1969
C: -6.6757 -4.8739 4.8968
C: -5.5513 -4.0251 2.8121
C: -4.5792 -3.2852 2.1466
C: -4.6593 -3.2445 0.6395
C: -1.6017 -3.4336 0.6661
C: -1.4182 -4.6867 1.2535
C: -1.6025 -4.9697 2.7244
C: -1.0826 -5.7568 0.4262
C: -0.9392 -5.6188 -0.9460
C: -0.5455 -6.7839 -1.8127
C: -1.1506 -4.3657 -1.5010
C: -1.4795 -3.2663 -0.7176
C: -1.7263 -1.9557 -1.4275
H: 2.0436 -0.4022 3.4295
H: 2.5468 -1.9882 2.8340
H: 1.6072 -1.8524 4.3494
H: -2.4657 -0.8415 4.7143
H: -1.8264 -2.3315 5.3758
H: -3.2536 -1.5834 6.1157
H: -4.7214 -3.3345 5.9964
H: -6.3899 -5.1050 5.9228
H: -6.8776 -5.8118 4.3786
H: -7.6110 -4.3111 4.9318
H: -6.2979 -4.5500 2.2238
H: -5.7041 -3.1504 0.3425
H: -4.2473 -4.1529 0.1943
H: -4.1431 -2.3915 0.1939
H: -1.2363 -4.1590 3.3527
H: -1.0671 -5.8818 2.9881
H: -2.6600 -5.1204 2.9580
H: -0.9224 -6.7290 0.8808
H: -0.3912 -7.6838 -1.2181
H: 0.3809 -6.5712 -2.3486
H: -1.3143 -6.9978 -2.5577
H: -1.0307 -4.2278 -2.5708
H: -1.1492 -1.9276 -2.3527
H: -1.4851 -1.0607 -0.8520
H: -2.7809 -1.8605 -1.7030

---

DFT (wB97M-V/def2-TZVPD) results for a molecular structure, C54H57N12OPbSSe.

Results
Total charge   +1
HOMO   -9.31 eV
Gap between HOMO and LUMO   5.18 eV
Energy relative to the best compared isomer or geometry (same formula, charge and spin)   0.462 eV
E_LUMO   -4.12 eV
Total energy   -158276.0379 eV

Cartesian coordinates (Å):
Pb: -1.1816 1.0289 -1.1908
C: -0.9717 3.7921 1.1482
N: -1.5686 3.2874 -0.0746
C: -2.6002 3.9049 -0.5317
C: -3.3277 3.4682 -1.6720
C: -4.3679 4.1171 -2.3394
C: -4.7095 3.2902 -3.4128
C: -3.8653 2.1822 -3.3286
N: -3.0254 2.2769 -2.2825
C: 0.3821 4.4456 0.9702
C: 0.9941 5.0364 2.0723
C: 2.2509 5.6065 1.9653
C: 2.9156 5.6053 0.7461
C: 2.3083 5.0306 -0.3584
C: 1.0501 4.4539 -0.2445
H: -0.8488 2.9484 1.8334
H: -1.6511 4.4990 1.6414
H: -2.9597 4.8104 -0.0340
H: -4.7989 5.0696 -2.0763
H: -5.4763 3.4559 -4.1508
H: -3.8471 1.3235 -3.9838
H: 0.4813 5.0436 3.0270
H: 2.7109 6.0613 2.8323
H: 3.8944 6.0575 0.6597
H: 2.8130 5.0317 -1.3172
H: 0.5846 4.0044 -1.1073
C: 2.8385 -3.7344 11.7142
O: 1.5329 -3.7873 11.1653
C: 1.3296 -3.2322 9.9486
C: 2.3306 -2.6751 9.1562
C: 2.0054 -2.1334 7.9234
C: 0.6959 -2.1377 7.4590
C: -0.2958 -2.7072 8.2603
C: 0.0115 -3.2483 9.4886
C: 0.4047 -1.5444 6.1548
N: 1.3011 -1.0380 5.3381
C: 0.5897 -0.6036 4.2522
C: -0.7535 -0.8465 4.4122
N: -0.8640 -1.4519 5.6420
C: -1.7323 -0.4689 3.4483
C: -3.1148 -0.6370 3.6086
C: -3.9665 -0.1936 2.6302
C: -3.4155 0.3854 1.4841
N: -2.1215 0.5389 1.3049
C: -1.2656 0.1429 2.2652
C: 0.1608 0.4044 2.0776
N: 0.5535 1.0316 0.9491
C: 1.8236 1.3500 0.8160
C: 2.8027 1.0625 1.7736
C: 2.4278 0.3979 2.9103
C: 1.0791 0.0562 3.0801
H: 2.7612 -4.1613 12.7099
H: 3.1930 -2.7035 11.7861
H: 3.5399 -4.3249 11.1198
H: 3.3582 -2.6626 9.4841
H: 2.7756 -1.6979 7.3028
H: -1.3267 -2.7446 7.9325
H: -0.7494 -3.6932 10.1126
H: -1.7061 -1.7547 6.0962
H: -3.5070 -1.1007 4.5050
H: -5.0390 -0.2875 2.7296
H: -4.0555 0.7374 0.6833
H: 2.0951 1.8547 -0.1005
H: 3.8262 1.3640 1.6045
H: 3.1353 0.1352 3.6848
Se: -5.0988 -3.0500 -0.1567
N: -5.7235 -3.2025 -1.8087
C: -4.8730 -2.5613 -2.5869
C: -4.9895 -2.4338 -4.0058
C: -4.0216 -1.7385 -4.6469
C: -2.9362 -1.1692 -3.8991
N: -2.7792 -1.2497 -2.6125
C: -3.7495 -1.9412 -1.9294
N: -3.6911 -2.0887 -0.6219
H: -5.8312 -2.8774 -4.5188
H: -4.0467 -1.5929 -5.7172
H: -2.1742 -0.6160 -4.4422
C: -0.8874 2.6908 -5.4099
C: 0.0037 3.7928 -4.8338
C: -0.6990 4.5125 -3.6828
C: 1.3716 3.2725 -4.4851
C: 2.4855 3.9419 -4.9413
C: 3.7492 3.3851 -4.7697
C: 3.9575 2.1219 -4.2170
C: 2.8944 1.4008 -3.7273
C: 3.1176 -0.0031 -3.2389
C: 2.1041 -0.9899 -3.8175
C: 3.1575 -0.1142 -1.7131
C: 1.5662 2.0405 -3.6918
N: 0.6637 1.6098 -2.8977
H: -1.8324 3.1273 -5.7317
H: -1.1059 1.9412 -4.6508
H: -0.4204 2.2071 -6.2686
H: 0.1764 4.5327 -5.6219
H: -0.9154 3.8186 -2.8773
H: -1.6495 4.9100 -4.0392
H: -0.1006 5.3385 -3.2994
H: 2.3823 4.8814 -5.4672
H: 4.6090 3.9346 -5.1357
H: 4.9567 1.7075 -4.1978
H: 4.1091 -0.2764 -3.6165
H: 1.1085 -0.7829 -3.4235
H: 2.3885 -1.9983 -3.5173
H: 2.0777 -0.9525 -4.9069
H: 2.1691 0.0634 -1.2961
H: 3.8712 0.5851 -1.2773
H: 3.4585 -1.1257 -1.4352
C: 2.8780 -5.8738 -2.0913
C: 1.4834 -5.5743 -1.5675
N: 1.3451 -4.1718 -1.1959
C: 0.3303 -3.3209 -1.4281
S: 0.0289 -2.0472 -0.3702
N: -0.4718 -3.4747 -2.5049
C: -0.1769 -4.1021 -3.7877
C: -1.0933 -5.2738 -4.1050
H: 2.9600 -6.9218 -2.3766
H: 3.6332 -5.6750 -1.3306
H: 3.1059 -5.2577 -2.9617
H: 1.2681 -6.1858 -0.6854
H: 0.7319 -5.8294 -2.3091
H: 1.8937 -3.8809 -0.3998
H: -1.1880 -2.7609 -2.5138
H: 0.8760 -4.3855 -3.8133
H: -0.3004 -3.3349 -4.5580
H: -1.0099 -6.0725 -3.3680
H: -0.8578 -5.6836 -5.0868
H: -2.1337 -4.9472 -4.1164

---

DFT (wB97M-V/def2-TZVPD) results for a molecular structure, C54H57N3O7P4S5SiZr.

Results
Total charge   -2
HOMO   -2.30 eV
Gap between HOMO and LUMO   6.03 eV
Energy relative to the best compared isomer or geometry (same formula, charge and spin)   0.000 eV
E_LUMO   3.73 eV
Total energy   -176226.4087 eV

Cartesian coordinates (Å):
Zr: 0.7633 -0.7177 -1.0653
C: 4.7328 -0.9869 -1.3439
Si: 3.3329 -1.0286 -0.0499
C: 3.8489 -2.5946 0.9941
C: 5.2091 -2.8900 1.1283
C: 5.6763 -3.9971 1.8292
C: 4.7826 -4.8461 2.4577
C: 3.4242 -4.5772 2.3602
C: 2.9682 -3.4948 1.6157
P: 1.1645 -3.2632 1.4366
C: 0.1832 -4.6997 0.8896
C: 0.7365 -5.9697 0.7633
C: -0.0533 -7.0306 0.3401
C: -1.3950 -6.8327 0.0422
C: -1.9424 -5.5608 0.1564
C: -1.1584 -4.4980 0.5779
C: 0.8048 -3.4913 3.3033
C: -0.1392 -4.3709 3.8260
C: -0.3924 -4.4308 5.1963
C: 0.3025 -3.6148 6.0713
C: 1.2561 -2.7350 5.5675
C: 1.4994 -2.6778 4.2063
C: 3.9595 0.4203 1.0915
C: 5.1766 0.4235 1.7891
C: 5.6762 1.5621 2.3980
C: 4.9716 2.7594 2.3264
C: 3.7499 2.7821 1.6807
C: 3.2427 1.6201 1.0864
P: 1.5244 1.6100 0.4696
C: 1.3739 3.3005 -0.2307
C: 2.3704 3.7525 -1.0988
C: 2.2839 5.0105 -1.6747
C: 1.1951 5.8316 -1.4060
C: 0.1927 5.3890 -0.5547
C: 0.2847 4.1305 0.0270
C: 0.5628 1.7170 2.0251
C: -0.8245 1.6619 1.9273
C: -1.6207 1.6646 3.0616
C: -1.0359 1.6980 4.3168
C: 0.3476 1.7274 4.4283
C: 1.1441 1.7399 3.2925
H: 5.7298 -0.9715 -0.8956
H: 4.6384 -0.0863 -1.9554
H: 4.6518 -1.8505 -2.0074
H: 5.9417 -2.2597 0.6441
H: 6.7423 -4.1893 1.8808
H: 5.1284 -5.7058 3.0189
H: 2.7139 -5.2138 2.8746
H: 1.7876 -6.1307 0.9638
H: 0.3867 -8.0155 0.2359
H: -2.0070 -7.6628 -0.2898
H: -2.9806 -5.3808 -0.0948
H: -1.5831 -3.5025 0.6184
H: -0.7006 -5.0209 3.1686
H: -1.1407 -5.1201 5.5707
H: 0.1063 -3.6578 7.1362
H: 1.8061 -2.0854 6.2385
H: 2.2323 -1.9732 3.8278
H: 5.7542 -0.4885 1.8560
H: 6.6239 1.5208 2.9237
H: 5.3629 3.6593 2.7852
H: 3.1733 3.6994 1.6492
H: 3.2236 3.1185 -1.3153
H: 3.0705 5.3485 -2.3392
H: 1.1212 6.8134 -1.8574
H: -0.6698 6.0132 -0.3539
H: -0.4990 3.8087 0.6997
H: -1.2989 1.5722 0.9570
H: -2.6963 1.6047 2.9502
H: -1.6539 1.6809 5.2062
H: 0.8132 1.7272 5.4064
H: 2.2202 1.7385 3.3992
C: -0.9695 -4.2443 -3.5597
C: 0.4147 -3.9556 -4.0957
O: 0.5122 -2.6346 -4.6722
P: 0.4258 -1.3196 -3.7194
S: 1.5360 -3.0649 -0.9520
S: 2.2501 -0.5515 -3.3278
O: -0.2586 -0.2949 -4.7838
C: -1.6882 -0.3921 -4.8864
C: -2.1920 0.8560 -5.5706
H: -1.0059 -5.2628 -3.1654
H: -1.7244 -4.1413 -4.3429
H: -1.2111 -3.5702 -2.7355
H: 0.6743 -4.6233 -4.9185
H: 1.1551 -4.0652 -3.3051
H: -2.1183 -0.4915 -3.8842
H: -1.9427 -1.2900 -5.4582
H: -1.9643 1.7361 -4.9667
H: -3.2736 0.8024 -5.7063
H: -1.7198 0.9735 -6.5475
C: -4.0260 -1.7828 3.6325
C: -3.0812 -2.4009 2.6233
O: -3.5311 -2.1706 1.2849
P: -2.9514 -0.7830 0.5599
S: 0.4119 -1.3699 1.4905
S: -1.9180 -1.4236 -1.0986
O: -4.3544 -0.3366 -0.2104
C: -5.2571 0.4406 0.5698
C: -4.9966 1.9219 0.3863
H: -3.6778 -1.9842 4.6486
H: -5.0347 -2.1835 3.5159
H: -4.0674 -0.6996 3.4968
H: -3.0346 -3.4857 2.7454
H: -2.0660 -2.0137 2.7604
H: -5.1891 0.1630 1.6290
H: -6.2627 0.1779 0.2330
H: -3.9653 2.1609 0.6570
H: -5.6563 2.5235 1.0139
H: -5.1531 2.2088 -0.6545
O: -4.0604 7.0514 -0.5604
S: -3.9226 7.9697 -1.6730
O: -5.1642 8.3064 -2.3459
O: -3.0322 9.0931 -1.4259
C: -2.9987 7.0267 -2.9341
N: -2.7791 7.6423 -4.1005
C: -2.0751 6.9690 -4.9942
C: -1.5620 5.7022 -4.7573
C: -1.8414 5.1545 -3.5159
N: -2.5722 5.8118 -2.6140
C: -1.3359 3.8254 -3.0991
C: -0.0999 3.3556 -3.5085
C: 0.3604 2.1435 -3.0266
N: -0.3417 1.3687 -2.1958
C: -1.5558 1.8109 -1.8324
C: -2.0782 3.0236 -2.2407
H: -1.9088 7.4624 -5.9480
H: -0.9918 5.1667 -5.5041
H: 0.5361 3.9403 -4.1600
H: 1.3279 1.7618 -3.3256
H: -2.1287 1.1466 -1.2021
H: -3.0426 3.3559 -1.8824

---

Among the records above, which one has the lowest energy relative to the best compared isomer or geometry (same formula, charge and spin)?
C54H57N3O7P4S5SiZr

---

The highest energy relative to the best compared isomer or geometry (same formula, charge and spin) belongs to which entry?
C54H57N12OPbSSe